(1)
This record from the Open Molecules 2025 dataset describes an isolated molecule of C5H10O. The level of theory is the ωB97M-V functional and the def2-TZVPD basis.

The HOMO-LUMO gap comes out at 10.585 eV. The value obtained for the lowest unoccupied orbital energy is 1.147 eV. The calculated total energy is -271.69135 a.u. The relative energy (zero: lowest compared OMol25 entry of this formula, charge and spin) is 1.6671 eV. As for the SMILES: CO[C@H]1C[C@H]1C. As for the spin multiplicity: 1.

Each line ends with the Löwdin charge.
CARTESIAN COORDINATES (ANGSTROEM)
O: 0.33 -1.08 0.86  -0.16
C: 1.00 -0.09 0.12  -0.31
C: 0.21 0.77 -0.82  -0.30
C: 1.21 -0.19 -1.38  -0.05
C: -1.23 0.35 -0.97  -0.07
C: -0.31 -0.57 2.03  -0.09
H: -1.28 -0.71 -0.70  0.08
H: 0.81 -1.00 -1.98  0.11
H: -1.87 0.90 -0.27  0.07
H: 2.12 0.24 -1.81  0.10
H: 0.40 -0.09 2.72  0.09
H: -1.11 0.16 1.80  0.08
H: 0.45 1.83 -0.86  0.13
H: -0.76 -1.42 2.55  0.09
H: -1.61 0.47 -1.98  0.08
H: 1.80 0.38 0.70  0.14

***

(2)
This record from the Open Molecules 2025 dataset describes a structure of composition C5H10O. The level of theory is the ωB97M-V functional and the def2-TZVPD basis.

The HOMO-LUMO gap comes out at 8.596 eV. The value obtained for the lowest unoccupied orbital energy is 0.804 eV. The calculated total energy is -271.57170 a.u. The relative energy (zero: lowest compared OMol25 entry of this formula, charge and spin) is 4.9230 eV. As for the spin multiplicity: 1.

Each line ends with the Löwdin charge.
CARTESIAN COORDINATES (ANGSTROEM)
O: -1.58 -0.76 1.35  -0.11
C: 0.40 0.49 -0.10  -0.27
C: -1.89 -0.07 -0.87  0.03
C: -0.40 -0.48 1.63  -0.27
C: 1.89 0.26 -0.12  -0.10
C: -0.54 -0.24 -1.00  -0.29
H: 2.45 0.90 -0.82  0.07
H: -0.15 -1.16 -1.44  0.13
H: 2.13 -0.78 -0.36  0.08
H: 0.39 -1.26 1.59  0.09
H: -2.30 0.84 -0.44  0.08
H: -0.15 0.38 2.28  0.09
H: 0.07 0.72 -1.45  0.19
H: 2.29 0.47 0.88  0.08
H: 0.06 1.48 0.22  0.13
H: -2.60 -0.76 -1.31  0.07

***

(3)
This record from the Open Molecules 2025 dataset describes an isolated molecule of C5H10O. The level of theory is the ωB97M-V functional and the def2-TZVPD basis.

The HOMO-LUMO gap comes out at 8.231 eV. The value obtained for the lowest unoccupied orbital energy is 0.004 eV. The calculated total energy is -271.57986 a.u. The relative energy (zero: lowest compared OMol25 entry of this formula, charge and spin) is 4.7009 eV. As for the spin multiplicity: 1.

Each line ends with the Löwdin charge.
CARTESIAN COORDINATES (ANGSTROEM)
O: 0.93 -1.22 0.83  -0.15
C: -0.73 0.44 0.98  0.04
C: -1.50 1.03 -0.13  -0.16
C: -0.19 -1.87 0.25  -0.11
C: 1.39 0.68 -0.60  -0.06
C: 0.75 0.19 0.70  -0.45
H: -1.11 -1.46 0.70  0.07
H: 1.29 0.65 1.54  0.14
H: 1.22 1.75 -0.74  0.08
H: -1.46 2.10 0.14  0.11
H: -0.15 -2.93 0.49  0.10
H: 2.47 0.50 -0.57  0.08
H: -1.12 0.94 -1.16  0.07
H: -0.23 -1.73 -0.85  0.10
H: 0.99 0.16 -1.48  0.07
H: -2.56 0.76 -0.09  0.08

***

(4)
This record from the Open Molecules 2025 dataset describes a cluster of 2 separate species, C5H10O in total. The level of theory is the ωB97M-V functional and the def2-TZVPD basis.

The HOMO-LUMO gap comes out at 9.546 eV. The value obtained for the lowest unoccupied orbital energy is 0.789 eV. The calculated total energy is -271.59802 a.u. The relative energy (zero: lowest compared OMol25 entry of this formula, charge and spin) is 4.2068 eV. As for the spin multiplicity: 1.

Each line ends with the Löwdin charge.
CARTESIAN COORDINATES (ANGSTROEM)
O: 2.89 0.71 0.46  -0.08
C: -1.77 0.41 -0.36  -0.18
C: -1.32 -1.06 -0.27  -0.18
C: 2.87 0.15 1.64  0.00
C: -0.31 0.84 -0.07  -0.21
C: 0.13 -0.59 -0.50  -0.21
H: 0.40 -0.62 -1.57  0.11
H: 0.08 1.70 -0.63  0.10
H: 2.04 0.68 -0.03  0.05
H: -1.74 -1.78 -0.98  0.10
H: -2.06 0.67 -1.38  0.11
H: 0.91 -1.10 0.07  0.08
H: -2.55 0.76 0.33  0.10
H: -0.16 1.01 1.00  0.10
H: -1.44 -1.45 0.75  0.11
H: 1.82 -0.23 1.80  -0.01

***

(5)
This record from the Open Molecules 2025 dataset describes a cluster of 3 separate species, C5H10O in total. The level of theory is the ωB97M-V functional and the def2-TZVPD basis.

The HOMO-LUMO gap comes out at 10.917 eV. The value obtained for the lowest unoccupied orbital energy is 0.885 eV. The calculated total energy is -271.64655 a.u. The relative energy (zero: lowest compared OMol25 entry of this formula, charge and spin) is 2.8862 eV. As for the SMILES: C=C.C=C.C=O. As for the spin multiplicity: 1.

Each line ends with the Löwdin charge.
CARTESIAN COORDINATES (ANGSTROEM)
O: 0.42 2.19 -1.11  -0.02
C: -0.29 2.18 -0.14  -0.17
C: -2.05 -0.29 -0.07  -0.10
C: -1.40 -0.76 0.99  -0.07
C: 2.23 -0.37 -0.16  -0.07
C: 1.63 -1.49 -0.57  -0.10
H: -1.66 -0.41 -1.08  0.06
H: -1.78 -0.64 2.00  0.05
H: 0.06 1.83 0.86  0.08
H: -0.45 -1.28 0.88  0.02
H: 0.97 -1.49 -1.43  0.05
H: 2.89 -0.37 0.71  0.05
H: -2.99 0.24 0.03  0.05
H: 2.08 0.58 -0.67  0.03
H: -1.35 2.51 -0.18  0.08
H: 1.76 -2.44 -0.05  0.05

***

(6)
This record from the Open Molecules 2025 dataset describes a cluster of 2 separate species, C5H10O in total. The level of theory is the ωB97M-V functional and the def2-TZVPD basis.

The HOMO-LUMO gap comes out at 11.048 eV. The value obtained for the lowest unoccupied orbital energy is 1.042 eV. The calculated total energy is -271.65866 a.u. The relative energy (zero: lowest compared OMol25 entry of this formula, charge and spin) is 2.5566 eV. As for the SMILES: C=C1CC1.CO. As for the spin multiplicity: 1.

Each line ends with the Löwdin charge.
CARTESIAN COORDINATES (ANGSTROEM)
O: 0.83 -1.72 0.12  -0.13
C: 0.15 1.23 -0.33  -0.34
C: 0.85 1.47 0.94  -0.09
C: 0.20 1.09 -1.64  0.05
C: -0.65 1.19 0.90  -0.09
C: -0.42 -2.37 0.03  -0.17
H: 1.18 2.49 1.17  0.10
H: -0.26 -3.43 0.26  0.08
H: 0.78 -0.93 -0.44  0.03
H: -1.34 2.01 1.10  0.10
H: -0.85 -2.30 -0.98  0.08
H: -0.69 0.87 -2.22  0.07
H: 1.49 0.68 1.33  0.10
H: -0.99 0.22 1.27  0.09
H: 1.14 1.22 -2.18  0.07
H: -1.16 -1.97 0.75  0.07